# 1
Entry from OMol25: a cluster of 20 separate species, C56H158N6O36 in total (the ωB97M-V functional and the def2-TZVPD basis).

Results
- electronic energy (eV) = -143268.637
- HOMO-LUMO gap (eV) = 8.52
- HOMO (eV) = -8.63
- LUMO energy (eV) = -0.11

Atoms and positions in Å:
C  6.599  1.452  -22.996
O  6.081  0.213  -22.490
C  5.780  0.068  -21.120
C  4.397  0.550  -20.737
N  4.053  1.973  -20.924
C  4.885  2.973  -20.170
C  4.093  4.207  -19.794
O  4.811  4.926  -18.763
C  3.945  5.904  -18.149
H  7.018  1.403  -24.001
H  7.454  1.656  -22.351
H  5.816  2.209  -22.967
H  6.504  0.509  -20.436
H  5.750  -1.001  -20.905
H  4.210  0.195  -19.723
H  3.631  0.071  -21.348
H  3.946  2.106  -21.919
H  5.796  3.183  -20.731
H  5.238  2.377  -19.329
H  3.052  4.059  -19.508
H  4.053  4.792  -20.713
H  4.540  6.603  -17.562
H  3.308  5.529  -17.348
H  3.275  6.488  -18.781
C  12.335  -2.803  -7.371
O  11.977  -3.355  -8.611
C  10.784  -4.054  -8.719
C  10.075  -3.806  -10.117
N  9.617  -2.452  -10.330
C  9.079  -2.164  -11.663
C  8.161  -0.919  -11.605
O  7.636  -0.818  -12.899
C  7.200  0.478  -13.226
H  11.528  -2.118  -7.110
H  13.249  -2.225  -7.513
H  12.594  -3.460  -6.541
H  9.960  -3.810  -8.049
H  10.866  -5.130  -8.570
H  9.217  -4.472  -10.020
H  10.721  -4.273  -10.860
H  10.415  -1.853  -10.177
H  8.494  -2.914  -12.196
H  9.913  -1.953  -12.333
H  8.847  -0.085  -11.459
H  7.371  -0.945  -10.854
H  8.085  1.113  -13.256
H  6.486  0.816  -12.475
H  6.750  0.510  -14.218
C  3.533  1.443  -10.457
O  3.617  2.367  -11.523
C  2.386  2.806  -12.037
C  2.616  4.058  -12.832
N  1.315  4.792  -13.186
C  1.638  5.933  -14.101
C  0.444  6.845  -14.243
O  0.310  7.657  -13.113
C  -0.914  8.390  -12.886
H  3.062  0.474  -10.622
H  3.096  1.853  -9.546
H  4.578  1.222  -10.242
H  1.716  2.980  -11.195
H  2.034  1.988  -12.665
H  3.159  3.728  -13.718
H  3.217  4.779  -12.278
H  0.654  4.211  -13.682
H  1.841  5.548  -15.101
H  2.547  6.357  -13.675
H  -0.511  6.403  -14.528
H  0.755  7.614  -14.950
H  -1.226  8.946  -13.771
H  -0.710  9.053  -12.045
H  -1.756  7.722  -12.711
C  6.109  4.167  -15.071
O  7.224  5.045  -14.985
C  7.910  5.037  -13.756
C  8.902  6.255  -13.822
N  9.981  6.063  -14.876
C  10.736  7.303  -14.940
C  11.564  7.267  -16.275
O  10.772  7.040  -17.445
C  11.535  6.654  -18.612
H  5.385  4.611  -14.389
H  6.521  3.214  -14.737
H  5.846  4.039  -16.121
H  8.591  4.190  -13.673
H  7.284  5.215  -12.882
H  9.418  6.374  -12.870
H  8.276  7.145  -13.882
H  9.617  5.745  -15.763
H  11.354  7.360  -14.043
H  10.125  8.201  -14.847
H  12.254  6.446  -16.080
H  12.099  8.206  -16.416
H  12.043  5.703  -18.450
H  12.298  7.384  -18.884
H  10.932  6.575  -19.517
C  14.324  4.250  -20.737
O  13.806  3.072  -20.097
C  14.298  1.875  -20.718
C  13.933  0.614  -19.972
N  14.848  0.266  -18.896
C  14.976  1.330  -17.923
C  15.821  0.870  -16.792
O  15.107  0.060  -15.886
C  15.955  -0.436  -14.834
H  13.862  5.185  -20.418
H  14.128  4.105  -21.799
H  15.386  4.338  -20.510
H  15.379  1.916  -20.853
H  13.928  1.815  -21.741
H  13.940  -0.253  -20.633
H  12.926  0.837  -19.619
H  14.322  -0.314  -18.259
H  14.063  1.785  -17.538
H  15.460  2.183  -18.397
H  16.062  1.792  -16.262
H  16.746  0.342  -17.022
H  16.766  -1.021  -15.269
H  15.431  -1.102  -14.149
H  16.286  0.373  -14.183
C  21.999  5.802  -11.854
O  21.420  5.362  -13.138
C  21.090  6.545  -13.960
C  20.757  6.077  -15.400
N  19.378  5.525  -15.443
C  18.921  5.298  -16.813
C  17.494  4.742  -16.975
O  16.641  5.843  -17.038
C  15.324  5.539  -17.422
H  22.079  4.937  -11.195
H  21.461  6.640  -11.410
H  22.984  6.224  -12.053
H  21.862  7.311  -13.882
H  20.219  7.019  -13.506
H  21.512  5.382  -15.768
H  20.885  6.927  -16.071
H  19.318  4.752  -14.795
H  19.605  4.733  -17.446
H  18.776  6.315  -17.177
H  17.177  4.081  -16.168
H  17.402  4.123  -17.867
H  14.689  6.400  -17.213
H  14.977  4.820  -16.679
H  15.236  5.260  -18.471
O  10.131  8.844  -12.051
H  9.669  8.625  -11.242
H  9.901  9.758  -12.220
O  13.447  9.943  -14.937
H  14.235  9.650  -15.394
H  13.349  9.327  -14.210
O  13.576  7.351  -22.177
H  13.175  6.988  -22.967
H  12.884  7.875  -21.776
O  11.246  3.616  -19.599
H  12.143  3.362  -19.815
H  10.957  2.958  -18.967
C  12.467  10.522  -19.535
C  12.064  10.121  -20.987
O  11.549  8.827  -21.072
O  11.208  10.815  -18.890
H  13.101  11.407  -19.485
H  12.967  9.683  -19.052
H  12.987  10.200  -21.561
H  11.348  10.831  -21.399
H  10.687  8.916  -20.659
H  11.214  10.624  -17.949
C  7.304  6.510  -17.864
C  7.341  7.852  -17.089
O  8.548  8.606  -17.267
O  6.671  6.647  -19.141
H  6.728  5.809  -17.259
H  8.339  6.193  -17.988
H  7.401  7.673  -16.016
H  6.536  8.503  -17.429
H  9.279  7.988  -17.328
H  5.865  6.126  -19.173
C  8.246  2.780  -17.657
C  9.646  2.867  -17.098
O  10.513  1.970  -17.792
O  7.560  1.555  -17.530
H  8.170  2.986  -18.725
H  7.771  3.524  -17.017
H  9.656  2.579  -16.047
H  10.000  3.897  -17.139
H  10.379  1.074  -17.476
H  8.027  0.871  -18.015
C  9.468  2.658  -9.814
C  10.283  3.108  -11.064
O  10.260  2.165  -12.107
O  8.077  2.647  -10.220
H  9.524  3.437  -9.055
H  9.847  1.721  -9.406
H  11.304  3.260  -10.715
H  9.923  4.077  -11.411
H  10.714  2.582  -12.843
H  8.118  2.177  -11.057
C  9.599  5.498  -22.173
C  8.177  5.106  -21.832
O  7.715  4.371  -22.928
O  10.510  4.424  -22.103
H  9.996  6.132  -21.381
H  9.678  6.065  -23.101
H  7.536  5.982  -21.734
H  8.167  4.528  -20.908
H  8.212  3.563  -23.075
H  10.607  4.103  -21.204
C  9.143  12.153  -16.062
C  10.323  11.444  -15.341
O  11.056  10.613  -16.246
O  8.006  11.344  -16.111
H  9.459  12.492  -17.048
H  8.820  13.020  -15.486
H  10.032  10.784  -14.523
H  11.011  12.227  -15.023
H  11.815  10.273  -15.766
H  8.333  10.566  -16.569
C  6.345  6.667  -10.449
C  7.620  6.451  -9.563
O  8.673  7.413  -9.882
O  5.642  7.705  -9.864
H  5.651  5.850  -10.254
H  6.469  6.856  -11.516
H  7.999  5.442  -9.723
H  7.374  6.506  -8.503
H  8.313  8.249  -9.578
H  6.142  8.482  -10.122
C  3.501  0.151  -15.453
C  4.350  0.947  -16.502
O  5.182  0.050  -17.288
O  4.231  -0.719  -14.661
H  2.778  -0.404  -16.051
H  3.099  0.879  -14.749
H  5.098  1.605  -16.061
H  3.741  1.636  -17.087
H  5.930  0.610  -17.506
H  4.970  -0.981  -15.214
C  13.653  6.206  -10.480
C  12.571  6.710  -11.399
O  12.728  8.005  -11.850
O  13.185  5.028  -9.824
H  13.936  6.840  -9.639
H  14.552  5.892  -11.010
H  11.598  6.584  -10.925
H  12.540  6.080  -12.287
H  11.838  8.324  -12.013
H  14.005  4.606  -9.558
C  12.542  3.278  -14.774
C  13.694  2.826  -13.878
O  13.600  1.455  -13.819
O  11.411  3.702  -14.066
H  12.080  2.531  -15.419
H  12.864  4.040  -15.483
H  13.648  3.225  -12.865
H  14.695  2.916  -14.300
H  13.912  0.988  -14.598
H  11.143  4.584  -14.331

# 2
Entry from OMol25: a structure of composition C56H44BrCl2CoNO5P3STe (the ωB97M-V functional and the def2-TZVPD basis).

Results
- electronic energy (eV) = -249220.201
- ⟨S²⟩ = 6.01
- energy above the lowest of the compared OMol25 structures with the same formula, charge and spin (kJ/mol) = 0.0
- HOMO-LUMO gap (spin up / spin down) (eV) = 7.42 / 7.09
- HOMO (spin up / spin down) (eV) = -7.41 / -7.45
- 2S+1 = 5
- LUMO energy (spin up / spin down) (eV) = 0.01 / -0.36

Atoms and positions in Å:
Co  0.430  0.661  -1.210
O  -1.386  2.070  -1.501
S  -0.412  3.033  -2.096
O  -0.625  4.426  -1.850
O  1.025  2.595  -1.760
C  -0.566  2.784  -3.853
C  -0.812  3.880  -4.722
C  -1.114  3.647  -6.059
C  -1.193  2.337  -6.526
C  -0.942  1.254  -5.687
C  -0.547  1.477  -4.348
P  0.187  0.185  -3.345
C  1.915  0.245  -4.015
C  2.006  -0.077  -5.354
C  3.176  0.225  -6.074
C  4.250  0.780  -5.420
C  4.177  1.047  -4.039
C  3.017  0.790  -3.340
C  -1.009  -1.150  -3.594
C  -2.371  -0.962  -3.628
C  -3.229  -2.075  -3.725
C  -2.714  -3.351  -3.806
C  -1.349  -3.551  -3.728
C  -0.503  -2.459  -3.638
H  -0.796  4.917  -4.327
H  -1.303  4.486  -6.733
H  -1.437  2.127  -7.567
H  -1.099  0.237  -6.071
H  1.129  -0.490  -5.855
H  3.247  -0.001  -7.145
H  5.140  1.027  -5.977
H  5.041  1.471  -3.503
H  2.996  0.985  -2.258
H  -2.753  0.040  -3.497
H  -4.322  -1.892  -3.778
H  -3.359  -4.231  -3.982
H  -0.942  -4.560  -3.775
H  0.575  -2.571  -3.594
Te  0.559  2.774  4.054
C  -1.149  2.600  5.341
C  -2.310  3.277  5.023
C  -3.443  3.045  5.791
N  -3.465  2.187  6.785
C  -2.355  1.541  7.107
C  -1.153  1.718  6.428
C  -0.156  1.253  2.771
P  -0.798  1.631  1.183
C  -2.463  0.830  1.117
C  -3.351  0.934  2.169
C  -4.545  0.206  2.166
C  -4.866  -0.578  1.073
C  -3.974  -0.732  0.008
C  -2.740  -0.069  0.093
C  -1.131  3.461  1.210
C  -0.043  4.304  1.304
C  -0.175  5.707  1.262
C  -1.402  6.293  1.085
C  -2.522  5.463  1.113
C  -2.405  4.084  1.149
P  0.794  -0.232  2.907
C  1.648  -0.549  4.454
C  2.749  0.204  4.865
C  3.269  0.095  6.146
C  2.856  -0.952  6.961
C  1.789  -1.742  6.572
C  1.155  -1.520  5.358
C  -0.137  -1.685  2.466
C  -1.427  -1.811  3.041
C  -2.311  -2.813  2.639
C  -1.905  -3.665  1.623
C  -0.624  -3.645  1.095
C  0.281  -2.687  1.544
H  -2.329  4.000  4.201
H  -4.382  3.582  5.586
H  -2.385  0.832  7.926
H  -0.252  1.163  6.730
H  -3.098  1.540  3.028
H  -5.214  0.239  3.042
H  -5.848  -1.064  1.052
H  -4.249  -1.288  -0.888
H  -1.961  -0.277  -0.641
H  0.970  3.883  1.393
H  0.748  6.298  1.355
H  -1.482  7.388  0.985
H  -3.527  5.902  1.156
H  -3.313  3.467  1.136
H  3.178  0.961  4.208
H  4.023  0.825  6.492
H  3.358  -1.179  7.907
H  1.428  -2.529  7.259
H  0.300  -2.126  5.065
H  -1.776  -1.050  3.737
H  -3.321  -2.870  3.068
H  -2.627  -4.409  1.227
H  -0.293  -4.403  0.381
H  1.294  -2.648  1.181
Cl  4.983  -2.356  3.829
C  3.771  -2.826  2.824
Cl  2.406  0.019  1.538
H  2.909  -3.338  3.294
H  3.761  -2.429  1.793
Br  2.643  -4.905  0.140
C  3.006  -4.481  -1.663
C  3.209  -5.565  -2.534
C  3.535  -5.301  -3.865
C  3.702  -3.997  -4.301
C  3.469  -2.952  -3.415
C  3.045  -3.147  -2.086
C  2.783  -1.919  -1.167
O  3.823  -1.574  -0.513
O  1.646  -1.327  -1.201
H  3.101  -6.582  -2.136
H  3.590  -6.117  -4.577
H  3.947  -3.789  -5.354
H  3.652  -1.931  -3.713

# 3
Entry from OMol25: a structure of composition C56H45BaFN8S2 (the ωB97M-V functional and the def2-TZVPD basis).

Results
- electronic energy (eV) = -95809.529
- HOMO-LUMO gap (eV) = 5.54
- HOMO (eV) = -6.32
- LUMO energy (eV) = -0.78

Atoms and positions in Å:
Ba  0.174  0.186  0.158
C  -4.115  1.419  -1.486
C  -4.011  1.674  -2.856
C  -2.791  1.552  -3.477
C  -1.656  1.195  -2.732
N  -1.767  0.929  -1.429
C  -2.969  1.047  -0.828
N  -0.467  1.077  -3.481
C  0.764  0.993  -3.090
N  1.351  1.033  -1.833
C  2.729  0.976  -1.991
N  3.698  0.999  -1.138
C  3.612  1.143  0.262
C  4.838  1.127  0.940
C  4.870  1.315  2.301
C  3.678  1.520  2.998
C  2.513  1.494  2.271
N  2.471  1.301  0.937
C  3.041  0.855  -3.449
C  4.248  0.740  -4.110
C  4.204  0.629  -5.496
C  2.984  0.633  -6.181
C  1.779  0.751  -5.495
C  1.845  0.860  -4.119
H  -5.052  1.492  -0.952
H  -4.884  1.956  -3.432
H  -2.664  1.722  -4.537
H  -3.000  0.820  0.235
H  5.736  0.977  0.357
H  5.816  1.310  2.828
H  3.652  1.684  4.067
H  1.552  1.636  2.764
H  5.183  0.731  -3.562
H  5.125  0.533  -6.057
H  2.981  0.539  -7.260
H  0.825  0.751  -6.006
C  3.676  -2.791  -1.876
C  2.808  -3.686  -0.990
C  3.539  -4.972  -0.618
C  1.466  -3.959  -1.643
C  1.391  -4.750  -2.784
C  0.177  -4.980  -3.419
C  -0.975  -4.398  -2.914
C  -0.941  -3.597  -1.775
C  -2.211  -2.939  -1.268
C  -3.247  -3.959  -0.805
C  -2.804  -1.989  -2.312
C  0.285  -3.385  -1.123
N  0.337  -2.534  -0.003
C  0.386  -3.131  1.211
C  0.252  -4.510  1.519
C  0.267  -4.993  2.825
C  0.423  -4.159  3.927
C  0.580  -2.794  3.678
C  0.572  -2.363  2.383
F  0.747  -0.994  2.168
H  4.624  -2.552  -1.387
H  3.177  -1.849  -2.106
H  3.901  -3.279  -2.831
H  2.602  -3.137  -0.074
H  3.825  -5.547  -1.505
H  2.912  -5.609  0.009
H  4.456  -4.748  -0.065
H  2.299  -5.187  -3.190
H  0.133  -5.597  -4.308
H  -1.922  -4.567  -3.417
H  -1.923  -2.356  -0.392
H  -3.576  -4.593  -1.635
H  -4.133  -3.460  -0.400
H  -2.836  -4.608  -0.029
H  -3.180  -2.549  -3.174
H  -2.062  -1.281  -2.691
H  -3.640  -1.419  -1.897
H  0.125  -5.201  0.692
H  0.152  -6.060  2.981
H  0.432  -4.540  4.939
H  0.725  -2.073  4.474
S  -3.044  -2.298  4.836
C  -3.740  -2.816  6.297
C  -4.036  -1.767  7.115
C  -3.698  -0.518  6.520
C  -3.156  -0.652  5.275
C  -2.688  0.429  4.370
C  -1.973  0.134  3.191
N  -1.526  1.046  2.353
C  -1.754  2.354  2.632
C  -2.462  2.754  3.759
C  -2.706  4.161  3.990
C  -2.260  5.090  3.128
C  -1.510  4.711  1.951
C  -1.026  5.652  1.022
C  -0.315  5.247  -0.075
C  -0.083  3.862  -0.207
N  -0.522  2.962  0.641
C  -1.244  3.368  1.710
C  0.206  6.192  -1.094
C  0.076  7.549  -1.125
C  0.702  8.142  -2.259
C  1.292  7.213  -3.061
S  1.088  5.640  -2.451
C  -2.927  1.752  4.629
H  -3.886  -3.869  6.485
H  -4.475  -1.877  8.097
H  -3.844  0.435  7.012
H  -1.762  -0.903  2.932
H  -3.263  4.452  4.874
H  -2.453  6.142  3.304
H  -1.231  6.703  1.194
H  0.495  3.466  -1.041
H  -0.448  8.116  -0.367
H  0.713  9.204  -2.464
H  1.835  7.373  -3.980
H  -3.488  2.049  5.509